The following is a quantum chemistry calculation of one molecule with the formula C19H22ClN3O2, from the OMol25 dataset.

Geometry (Å):
1 N -3.579 -3.619 -0.183
2 C -3.833 -2.268 -0.227
3 O -4.746 -1.794 -0.868
4 N -2.958 -1.522 0.503
5 C -2.939 -0.085 0.423
6 C -2.449 0.465 1.778
7 C -0.984 0.110 1.976
8 O -0.577 -1.037 1.898
9 N -0.182 1.156 2.241
10 C 1.248 1.053 2.437
11 C 2.005 1.966 1.476
12 C 1.840 1.536 0.011
13 C 2.651 0.309 -0.298
14 C 3.977 0.433 -0.695
15 C 4.745 -0.687 -0.957
16 C 4.196 -1.951 -0.823
17 C 2.877 -2.085 -0.426
18 C 2.110 -0.963 -0.165
19 C -2.070 0.434 -0.710
20 C -1.201 -0.404 -1.398
21 C -0.404 0.068 -2.425
22 C -0.464 1.400 -2.792
23 C -1.329 2.255 -2.131
24 C -2.119 1.769 -1.103
25 Cl -3.204 2.876 -0.325
26 H -3.010 -3.993 0.557
27 H -4.314 -4.212 -0.528
28 H -2.135 -1.933 0.926
29 H -3.971 0.239 0.241
30 H -3.030 -0.013 2.568
31 H -2.605 1.541 1.827
32 H -0.574 2.084 2.267
33 H 1.521 0.009 2.275
34 H 1.489 1.324 3.472
35 H 1.636 2.989 1.595
36 H 3.063 1.957 1.742
37 H 2.165 2.355 -0.634
38 H 0.784 1.347 -0.188
39 H 4.410 1.418 -0.803
40 H 5.774 -0.574 -1.268
41 H 4.794 -2.826 -1.029
42 H 2.443 -3.068 -0.317
43 H 1.084 -1.079 0.148
44 H -1.156 -1.448 -1.129
45 H 0.267 -0.606 -2.934
46 H 0.153 1.777 -3.593
47 H -1.398 3.295 -2.411

Computed properties:
2S+1 = 1
Gap between HOMO and LUMO = 9.6151 eV
ΔE to the lowest compared entry with this formula, charge and spin = 0.0 kcal/mol
SMILES = NC(=O)N[C@@H](CC(=O)NCCCc1ccccc1)c1ccccc1Cl